Below is 2 unconnected molecules or ions with the total composition C4H12N2 at a distorted geometry, with properties calculated with ωB97M-V/def2-TZVPD.

## Properties
- Relative energy (zero: lowest compared OMol25 entry of this formula, charge and spin): 74.6 kcal/mol
- Spin multiplicity: 2
- E_LUMO (alpha / beta): -3.623 / -8.715 eV
- Kohn-Sham gap (alpha / beta): 8.8423 / 3.7294 eV
- Net charge: +1
- ⟨S²⟩: 0.760

Geometry (Å):
C 1.7893 0.6238 1.2110
C 1.0658 -0.4616 1.9527
C 1.1180 -1.8027 1.6729
H 1.5237 0.6837 0.2030
H 2.8818 0.3321 1.3198
H 1.6918 1.5932 1.7994
H 0.3171 -0.0552 2.6917
H 0.1599 -2.2117 1.8756
H 1.8469 -2.0977 0.8494
N -2.2140 0.6826 -2.2211
C -1.5481 0.3494 -0.9967
N -0.1266 0.2567 -1.1032
H -2.1392 1.6522 -2.5286
H -2.9373 0.1211 -2.8602
H -2.0254 -0.6310 -0.6566
H -1.8186 0.9280 -0.1278
H 0.0556 -0.7855 -1.1920
H 0.3593 0.8225 -1.8891

Mulliken population analysis, charges in e, atoms 1 to 8:
1 C -0.817
2 C -0.043
3 C -0.793
4 H 0.173
5 H 0.320
6 H 0.293
7 H 0.315
8 H 0.351


Below is a molecular structure, C19H21N3OS at a distorted geometry, with properties calculated with ωB97M-V/def2-TZVPD.

## Properties
- Relative energy (zero: lowest compared OMol25 entry of this formula, charge and spin): 382.4 kcal/mol
- Spin multiplicity: 1
- E_LUMO: 0.531 eV
- Kohn-Sham gap: 7.6317 eV
- Net charge: 0

Geometry (Å):
C 4.6922 -1.7114 -4.6292
H 4.7538 -1.6646 -5.6963
O 3.3918 -1.0135 -4.3546
C 2.9817 -0.8438 -3.2252
C 3.4664 -1.4229 -2.2771
C 3.0951 -1.1969 -0.9136
C 2.0626 -0.3297 -0.7553
C 1.2776 0.0184 -1.8838
C 1.8844 -0.1759 -3.1270
H 1.4440 0.4178 -3.9721
H 0.5331 0.5800 -1.6159
C 1.3052 -0.4511 0.6304
N 0.8109 -1.4925 1.0830
C 0.3980 -1.4840 2.6972
C -1.2427 -1.5148 2.5576
N -1.5456 -0.8633 1.3908
C -2.2177 0.4554 1.2687
N -2.3586 1.1076 2.3497
C -3.1202 2.1652 2.1266
C -3.2648 3.2638 2.9854
C -3.9696 4.3246 2.3423
C -3.9663 4.5292 1.1328
C -3.7617 3.5162 0.2572
C -3.0730 2.4499 0.7337
S -2.8455 0.7448 -0.2270
H -4.0479 3.6999 -0.8543
H -4.6419 5.5981 0.5563
H -4.2623 5.0692 3.2132
H -3.0626 3.1617 3.9528
C -1.3164 -1.6066 0.2353
H -2.1370 -2.5484 0.0765
C -0.0246 -2.4300 0.3355
H 0.5099 -2.5369 -0.4810
H -0.0941 -3.2599 0.8153
H -1.2689 -0.9860 -0.7122
H -1.5376 -2.5663 2.9435
H -1.6731 -0.9152 3.3810
H 0.9478 -0.4040 3.2041
H 0.7745 -2.3374 3.2178
H 0.6034 0.3379 0.6692
H 2.0755 0.3469 1.3896
H 3.7268 -1.7028 0.1211
H 4.5693 -2.0854 -2.2304
H 4.5581 -2.7341 -4.5160
H 5.5700 -1.5089 -4.1957

Mulliken population analysis, charges in e, atoms 1 to 8:
1 C -1.294
2 H 0.333
3 O -0.479
4 C 1.316
5 C 0.206
6 C -0.772
7 C -0.004
8 C -1.221


Below is a gas-phase ion, C4H8NO2S (charge -1) at a distorted geometry, with properties calculated with ωB97M-V/def2-TZVPD.

## Properties
- Relative energy (zero: lowest compared OMol25 entry of this formula, charge and spin): 34.1 kcal/mol
- Spin multiplicity: 1
- E_LUMO: 3.029 eV
- Kohn-Sham gap: 6.1807 eV
- Structure (SMILES): N[C@H](CCS)C(=O)[O-]
- Net charge: -1

Geometry (Å):
N 1.0805 -1.4933 -0.2153
C 0.7387 -0.1198 -0.5788
C -0.6242 0.2472 -0.0041
C -0.3424 0.4915 1.5765
S -1.4061 1.9038 2.2306
C 0.4946 -0.0203 -2.2516
O -0.5488 0.4949 -2.5772
O 1.4375 -0.5634 -2.8223
H 0.3694 -2.2010 -0.1838
H 1.9259 -1.6889 -0.8300
H 1.5965 0.6099 -0.4267
H -1.5093 -0.4579 -0.0886
H -1.1388 1.1332 -0.4242
H -0.3679 -0.5078 2.0283
H 0.6603 0.8902 1.6843
H -2.3658 1.2817 2.8828

Mulliken population analysis, charges in e, atoms 1 to 8:
1 N -0.640
2 C -0.079
3 C -0.743
4 C -0.568
5 S -0.288
6 C 0.489
7 O -0.672
8 O -0.742


Below is a molecular structure, C18H37ClN5O6PV at a distorted geometry, with properties calculated with ωB97M-V/def2-TZVPD.

## Properties
- Relative energy (zero: lowest compared OMol25 entry of this formula, charge and spin): 7.4 kcal/mol
- Spin multiplicity: 4
- E_LUMO (alpha / beta): -4.860 / -4.861 eV
- Kohn-Sham gap (alpha / beta): 8.0320 / 9.4189 eV
- Net charge: +2
- ⟨S²⟩: 3.764

Geometry (Å):
V -0.1451 0.4855 0.3148
C -2.9707 -2.0154 -0.5294
C -2.3417 -1.0193 0.4084
C -1.4281 -1.4242 1.3961
C -1.2003 -2.8857 1.6823
C -0.8245 -0.4441 2.2251
C 0.1435 -0.8840 3.2939
C -1.2660 0.9047 2.2021
C -0.8631 1.7894 3.3559
C -2.2265 1.2913 1.2354
C -2.7601 2.6913 1.1344
C -2.7693 0.3272 0.3569
C -3.8975 0.7445 -0.5371
H -3.9946 -2.2294 -0.2221
H -2.4263 -2.9521 -0.5523
H -3.0022 -1.6089 -1.5371
H -0.2942 -3.2610 1.2071
H -2.0424 -3.4786 1.3393
H -1.1183 -3.0474 2.7538
H -0.4019 -1.1247 4.2082
H 0.8581 -0.0985 3.5326
H 0.6900 -1.7739 2.9886
H 0.2094 1.9831 3.3687
H -1.1163 1.2836 4.2874
H -1.3886 2.7379 3.3606
H -3.8065 2.7121 1.4410
H -2.7003 3.0368 0.1020
H -2.2200 3.3958 1.7556
H -3.5400 1.4337 -1.3020
H -4.6530 1.2662 0.0527
H -4.3760 -0.0927 -1.0302
C 1.5828 5.7197 0.6863
N 1.4103 4.3792 0.1909
C 1.9398 3.8725 -0.9538
C 1.5316 2.5727 -1.0299
N 0.7488 2.2854 0.0486
C 0.6985 3.3984 0.7646
H 2.4013 6.1890 0.1433
H 1.8206 5.7022 1.7512
H 0.6753 6.3085 0.5336
H 2.5471 4.4525 -1.6191
H 1.7498 1.8566 -1.7973
H 0.1748 3.5217 1.6933
N 1.8143 -0.0472 0.7965
H 2.2713 -0.1711 -0.1112
H 1.8120 -0.9668 1.2310
H 2.3842 0.5838 1.3581
O -1.1843 1.6706 -1.7911
Cl -0.5663 0.6404 -2.5110
O 0.1154 1.0846 -3.6439
O -1.5372 -0.3612 -2.8663
O 0.3759 -0.0548 -1.6482
N 4.5155 -3.2820 -1.3677
C 3.1768 -3.8983 -1.4392
P 2.0018 -2.4005 -1.5008
O 3.0051 -1.2814 -1.5090
O 0.9972 -2.4916 -0.4004
C 1.0046 -2.6048 -3.0788
N -0.3829 -2.7462 -2.6070
H 4.2389 -2.2213 -1.4516
H 5.1376 -3.5401 -2.1361
H 5.0001 -3.4526 -0.4844
H 2.9605 -4.4817 -0.5461
H 3.0914 -4.5512 -2.3051
H 1.3060 -3.4824 -3.6495
H 1.1417 -1.7189 -3.6986
H -0.8657 -3.5601 -2.9905
H -0.9502 -1.8745 -2.8009
H -0.2746 -2.7926 -1.5537

Mulliken population analysis, charges in e, atoms 1 to 8:
1 V 0.288
2 C -2.837
3 C 1.318
4 C 1.327
5 C -2.166
6 C 0.718
7 C -2.038
8 C 0.560


Below is a gas-phase ion, C4H7N4O (charge +1) at a distorted geometry, with properties calculated with ωB97M-V/def2-TZVPD.

## Properties
- Relative energy (zero: lowest compared OMol25 entry of this formula, charge and spin): 69.7 kcal/mol
- Spin multiplicity: 1
- E_LUMO (alpha / beta): -5.128 / -5.128 eV
- Kohn-Sham gap (alpha / beta): 8.6518 / 8.6522 eV
- Structure (SMILES): C/C(C=O)=C(/N)N[N+]#N
- Net charge: +1

Geometry (Å):
C -0.2706 1.5536 0.1343
C 0.0239 0.2685 -0.5446
C -0.5825 0.1338 -1.9388
O -1.0428 -0.9360 -2.1812
C 0.5172 -0.9576 0.1224
N -0.1881 -1.8039 0.8132
N 1.8117 -1.2208 -0.1313
N 2.3840 -0.4767 -1.0729
N 1.8125 0.4770 -1.4595
H -0.0396 1.5522 1.2800
H -1.3429 1.7241 0.0963
H 0.1970 2.2977 -0.3710
H -0.5722 1.1422 -2.4826
H -1.1627 -1.9500 0.6141
H 0.2295 -2.5047 1.4032
H 2.4734 -1.8831 0.2718

Mulliken population analysis, charges in e, atoms 1 to 8:
1 C -1.300
2 C 0.773
3 C 0.171
4 O -0.425
5 C 0.007
6 N -0.258
7 N 0.189
8 N -0.259


Below is a single C4H8FIO molecule at a distorted geometry, with properties calculated with ωB97M-V/def2-TZVPD.

## Properties
- Relative energy (zero: lowest compared OMol25 entry of this formula, charge and spin): 23.9 kcal/mol
- Spin multiplicity: 1
- E_LUMO (alpha / beta): -0.768 / -0.769 eV
- Kohn-Sham gap (alpha / beta): 8.2675 / 8.2666 eV
- Structure (SMILES): C[C@@H](O)[C@](C)(F)I
- Net charge: 0

Geometry (Å):
C -1.2906 -1.0479 -0.1274
C 0.1768 -0.7859 0.3418
O 0.8982 -1.8254 -0.1950
C 0.6845 0.4902 -0.2093
C 0.0962 1.7590 0.3393
F 0.5766 0.3704 -1.5553
I 3.2377 0.2581 0.1407
H -1.7507 -1.8471 0.3055
H -1.8279 -0.1576 0.3045
H -1.2560 -0.9154 -1.1673
H 0.0273 -0.8439 1.4856
H 0.8840 -1.6787 -1.1300
H -0.8394 1.9914 -0.3098
H 0.7445 2.5736 0.4457
H -0.3612 1.6591 1.3310

Mulliken population analysis, charges in e, atoms 1 to 8:
1 C -1.221
2 C 0.197
3 O -0.510
4 C 0.212
5 C -1.126
6 F -0.286
7 I -0.053
8 H 0.409